[1]
C54H72As3F18N10O2 as an isolated structure in a non-equilibrium geometry. Source: OMol25; level of theory: ωB97M-V/def2-TZVPD.

## Properties
HOMO-LUMO gap: 8.2 eV
relative energy (zero: lowest compared OMol25 entry of this formula, charge and spin): 0.00 kJ/mol
net charge: +7

Element x y z (Å)
C -2.6863 -1.6581 -4.7769
C -1.4714 -1.6641 -3.7845
O -0.3189 -1.5571 -4.1460
N -1.8705 -1.9942 -2.3176
H -1.2142 -1.3996 -1.8320
H -2.7793 -1.6011 -2.1184
C -1.7564 -3.4941 -1.9363
H -3.6643 -1.3502 -4.4071
H -2.7485 -2.6842 -5.1393
H -2.3847 -1.1697 -5.7036
H -0.7460 -3.7935 -2.2146
H -2.5294 -3.8066 -2.6384
H -1.9662 -3.6012 -0.8720
C -2.6072 -0.5121 3.7032
C -2.8904 0.8763 3.1733
O -2.4594 1.8842 3.6976
N -3.7457 0.9655 1.9155
H -3.3560 1.5587 1.1969
H -3.7523 0.1095 1.3794
C -5.2202 1.4557 2.1251
H -3.2685 -1.3226 3.3970
H -2.6426 -0.5882 4.7900
H -1.6782 -0.9631 3.3543
H -5.8442 1.4093 1.2326
H -5.2088 2.4606 2.5470
H -5.7722 0.8503 2.8440
C 2.4811 0.5685 -3.1828
N 1.7023 0.8106 -4.3442
C 2.0400 0.1632 -5.4517
C 1.2131 0.2211 -6.5714
C -0.0220 0.9052 -6.5603
C -0.2797 1.6848 -5.3834
C 0.6257 1.6595 -4.3226
C -0.7624 1.0954 -7.7641
C -1.1235 2.4107 -8.1702
C -1.7053 2.6155 -9.4038
N -2.0441 1.5015 -10.1974
C -1.9813 0.2667 -9.6864
C -1.2956 0.0572 -8.4909
C -2.5719 1.6526 -11.5672
H 2.2336 -0.4676 -2.9519
H 2.0528 1.1986 -2.4032
H 3.5503 0.7139 -3.3369
H 2.8063 -0.5959 -5.3976
H 1.5354 -0.2125 -7.5065
H -1.0713 2.4187 -5.3481
H 0.4458 2.2085 -3.4101
H -1.0028 3.2423 -7.4918
H -1.7474 3.6529 -9.7010
H -2.3658 -0.5215 -10.3165
H -1.1271 -0.9392 -8.1097
H -2.3648 0.7510 -12.1437
H -1.9515 2.4465 -11.9831
H -3.5737 2.0728 -11.4782
C 12.9108 0.1469 2.4247
N 11.5440 -0.2984 2.2575
C 10.5930 0.3677 1.6201
C 9.1821 0.0126 1.8203
C 8.8128 -1.0624 2.5563
C 9.8733 -1.8096 3.0480
C 11.1928 -1.3900 2.9663
C 7.3714 -1.4403 2.7441
C 6.4555 -1.2160 1.6757
C 5.0658 -1.4405 2.0119
N 4.6790 -1.7911 3.2701
C 5.5625 -2.1003 4.2588
C 6.8681 -1.7938 4.0512
C 3.2419 -1.8127 3.5024
H 13.5404 -0.5448 1.8649
H 13.2689 -0.0553 3.4342
H 13.0079 1.1963 2.1468
H 10.7893 1.2179 0.9838
H 8.4765 0.5078 1.1696
H 9.7655 -2.7438 3.5790
H 12.0851 -1.8713 3.3385
H 6.6666 -0.7097 0.7453
H 4.2712 -1.0726 1.3797
H 5.1442 -2.3818 5.2138
H 7.5854 -2.0474 4.8177
H 2.8707 -0.8750 3.0890
H 3.0801 -1.7459 4.5783
H 2.6698 -2.6367 3.0758
C 0.3059 13.6197 1.5375
N 0.4121 12.1652 1.1562
C -0.1652 11.7919 -0.0265
C -0.0925 10.4239 -0.3779
C 0.5914 9.4307 0.4127
C 1.2467 9.9560 1.5406
C 1.0683 11.3129 1.9440
C 0.4609 8.0210 0.1031
C 1.6116 7.2471 -0.0437
C 1.5061 5.9269 -0.4807
N 0.2757 5.2472 -0.3861
C -0.8500 5.9397 -0.0977
C -0.8030 7.3070 0.0762
C 0.2220 3.7778 -0.5802
H -0.7015 13.9531 1.2881
H 1.1664 14.1034 1.0753
H 0.2756 13.7218 2.6223
H -0.5687 12.6438 -0.5537
H -0.8103 9.9996 -1.0643
H 1.7312 9.2320 2.1788
H 1.4651 11.7261 2.8595
H 2.5720 7.7323 0.0490
H 2.3122 5.2283 -0.6496
H -1.7706 5.3896 0.0298
H -1.6964 7.9022 0.1942
H -0.6039 3.4888 -1.2301
H 0.3079 3.3058 0.3985
H 1.2003 3.4738 -0.9524
C -7.0149 -10.3780 6.9499
N -5.9938 -9.6346 6.1504
C -6.1698 -8.3629 6.0197
C -5.1379 -7.5066 5.5610
C -3.9518 -8.0626 5.0509
C -3.7435 -9.3979 5.4131
C -4.7707 -10.1963 5.9131
C -2.9334 -7.3152 4.2641
C -1.4917 -7.4111 4.4663
C -0.5720 -6.6054 3.8135
N -1.0392 -5.8353 2.7497
C -2.3745 -5.8080 2.3861
C -3.3667 -6.4911 3.1493
C -0.1095 -4.9273 2.0789
H -6.8171 -10.3848 8.0218
H -6.9942 -11.4158 6.6172
H -7.9967 -9.9299 6.7969
H -7.1289 -7.9200 6.2443
H -5.3291 -6.4441 5.5305
H -2.7490 -9.8114 5.3342
H -4.7556 -11.2653 6.0658
H -1.0412 -8.0229 5.2340
H 0.5030 -6.6067 3.9169
H -2.5659 -5.0191 1.6738
H -4.4235 -6.3559 2.9727
H 0.0201 -4.0378 2.6954
H -0.3218 -4.7852 1.0193
H 0.8745 -5.3918 2.1423
As -5.2450 -2.8127 -0.1402
F -4.1548 -4.2391 -0.4649
F -4.5014 -1.9945 -1.5752
F -6.3146 -1.4507 0.1069
F -5.7527 -3.7226 1.2929
F -4.0244 -1.9855 0.8795
F -6.5154 -3.5464 -1.1957
As -3.5248 2.1445 -1.5255
F -2.6316 2.3872 0.0062
F -2.8346 3.7680 -2.0317
F -4.1923 1.9919 -3.1895
F -3.9980 0.5027 -1.0102
F -4.7946 3.0602 -0.7484
F -2.1273 1.3125 -2.2257
As 0.2412 -0.6902 0.6221
F 2.0347 -0.7708 0.4433
F 0.4797 1.1222 0.9039
F -1.5354 -0.6082 0.6998
F 0.0860 -2.4035 0.2343
F 0.2983 -1.0858 2.3621
F 0.0430 -0.3255 -1.1162

---

[2]
A 7-piece molecular cluster, C57H118N6O9 overall in a non-equilibrium geometry. Source: OMol25; level of theory: ωB97M-V/def2-TZVPD.

## Properties
HOMO-LUMO gap: 8.1 eV
structure (SMILES): CC1(C)CCCC(C)(C)N1O.CC1(C)CCCC(C)(C)N1O.CC1(C)CCCC(C)(C)N1O.CC1(C)CCCC(C)(C)N1O.CC1(C)CCCC(C)(C)N1O.CC1(C)CCCC(C)(C)N1O.O=C1OCCO1

Element x y z (Å)
C 5.0711 8.2370 2.2339
C 4.3852 7.4726 3.3785
C 5.0855 7.6014 4.7566
C 2.9545 7.9794 3.7728
C 1.8367 7.7926 2.7858
C 1.8132 6.2325 2.3206
C 3.2388 5.6880 1.9470
C 3.1902 4.0909 1.8986
C 3.5195 6.1408 0.5575
N 4.3047 6.0783 2.8645
O 5.5527 5.6020 2.4654
H 6.1515 8.1571 2.3536
H 4.6981 8.1761 1.2116
H 4.9410 9.3016 2.4285
H 6.0196 8.1552 4.6630
H 4.5904 8.1876 5.5308
H 5.2767 6.6683 5.2866
H 2.6176 7.5531 4.7178
H 2.9767 9.0473 3.9899
H 1.0269 8.0968 3.4489
H 2.0649 8.3825 1.8981
H 1.2220 6.4294 1.4262
H 1.3233 5.6119 3.0709
H 4.0401 3.4133 1.8171
H 2.5337 3.7304 1.1067
H 2.8272 3.7176 2.8561
H 3.0840 7.1104 0.3160
H 2.9192 5.4927 -0.0810
H 4.4916 6.0565 0.0715
H 5.7393 5.1196 3.2742
C -1.7125 6.2362 -0.2509
C -2.7165 5.2105 -0.7513
C -2.0596 3.8540 -0.4591
C -4.0092 5.4408 0.1084
C -5.1987 4.5990 -0.2383
C -5.4221 4.9364 -1.7298
C -4.2882 4.5879 -2.7208
C -4.1812 3.0510 -2.7524
C -4.8441 5.0767 -4.0370
N -3.0675 5.2457 -2.2008
O -1.8829 5.2931 -3.0790
H -2.2783 7.1677 -0.2321
H -1.6340 6.0086 0.8122
H -0.7672 6.3162 -0.7876
H -1.4084 3.7267 0.4056
H -2.8329 3.0909 -0.3708
H -1.6045 3.5083 -1.3872
H -3.7637 5.2748 1.1574
H -4.4358 6.4437 0.0962
H -4.9242 3.5594 -0.0596
H -5.9968 4.9165 0.4328
H -5.8160 5.9121 -2.0141
H -6.3153 4.4201 -2.0815
H -5.1583 2.6630 -3.0402
H -3.8910 2.5543 -1.8265
H -3.4114 2.7243 -3.4515
H -5.6999 4.5851 -4.4997
H -4.1139 4.7895 -4.7936
H -4.8146 6.1626 -4.1273
H -1.6024 6.2086 -3.1481
C 7.5150 -4.9770 0.7832
C 6.7803 -4.2558 2.0305
C 7.0112 -4.9166 3.3576
C 7.4245 -2.9002 2.0168
C 6.6993 -1.7486 2.6353
C 5.2181 -1.6786 2.4178
C 4.4512 -2.9674 2.5654
C 4.2759 -3.3276 4.0768
C 3.0380 -3.0087 1.9118
N 5.2774 -4.0556 1.7755
O 4.6506 -5.2095 1.6466
H 6.9617 -5.9041 0.6337
H 7.2861 -4.5561 -0.1959
H 8.5760 -4.9631 1.0326
H 8.0170 -4.6467 3.6793
H 6.3822 -4.5075 4.1483
H 6.8636 -5.9950 3.4153
H 8.4003 -2.9123 2.5024
H 7.4615 -2.5459 0.9867
H 6.7747 -1.9894 3.6957
H 7.2418 -0.8409 2.3708
H 5.1905 -1.2009 1.4384
H 4.8603 -0.8974 3.0885
H 3.2998 -3.0211 4.4529
H 5.0027 -2.9183 4.7784
H 4.1670 -4.3887 4.3012
H 2.2870 -2.2484 2.1268
H 2.5339 -3.9527 2.1187
H 3.0892 -3.0222 0.8231
H 4.4308 -5.0805 0.7210
C 2.1997 -5.1615 -4.2186
C 2.1343 -4.6852 -2.7337
C 0.6654 -4.8487 -2.2272
C 3.0913 -5.5047 -1.8662
C 4.6157 -5.3371 -2.0692
C 4.8695 -3.8122 -1.8157
C 3.9425 -2.8912 -2.6035
C 4.0413 -1.4858 -1.6940
C 4.2928 -2.6152 -4.0853
N 2.5411 -3.3214 -2.4033
O 1.6909 -2.3796 -3.0072
H 1.3292 -4.7089 -4.6933
H 3.1637 -4.9855 -4.6960
H 2.1885 -6.2514 -4.2089
H -0.0955 -4.3295 -2.8099
H 0.5004 -5.9220 -2.3223
H 0.5213 -4.6449 -1.1662
H 2.8367 -5.4477 -0.8079
H 2.7174 -6.5069 -2.0756
H 5.0609 -6.0218 -1.3473
H 4.8594 -5.5538 -3.1093
H 5.8468 -3.4654 -2.1514
H 4.7831 -3.6476 -0.7416
H 3.7196 -1.5008 -0.6527
H 3.4625 -0.7451 -2.2458
H 5.0671 -1.1825 -1.4842
H 4.9754 -1.7749 -3.9583
H 3.4780 -2.2245 -4.6948
H 4.8365 -3.4840 -4.4564
H 1.4811 -1.9215 -2.1901
C -4.5589 -2.1055 4.3343
C -3.5691 -1.6586 3.2060
C -2.5323 -2.6688 2.9088
C -4.4380 -1.5975 1.8991
C -5.2876 -0.3346 1.5664
C -4.4932 0.9939 1.8505
C -3.6042 0.9639 3.1353
C -2.3849 2.0487 2.8156
C -4.6294 1.3567 4.2799
N -2.9408 -0.3341 3.3703
O -2.1813 -0.2130 4.5196
H -5.5300 -1.6105 4.3397
H -4.6938 -3.1870 4.3493
H -4.0275 -1.8650 5.2551
H -3.1018 -3.5980 2.8928
H -1.9009 -2.6317 2.0211
H -1.8694 -2.5644 3.7678
H -3.8720 -1.6731 0.9706
H -5.2809 -2.2817 1.9964
H -5.6773 -0.3665 0.5489
H -6.1262 -0.3070 2.2621
H -5.3270 1.6959 1.8547
H -3.9146 1.1948 0.9489
H -2.6851 3.0321 2.4537
H -1.6154 1.8043 2.0833
H -1.9104 2.0678 3.7967
H -5.3870 0.6233 4.5561
H -5.2531 2.2173 4.0383
H -4.0923 1.6040 5.1956
H -1.3059 0.0368 4.2147
C -4.7460 -4.6469 -6.5265
C -4.9136 -4.5834 -4.9461
C -5.8895 -5.7320 -4.5061
C -3.5536 -4.7090 -4.3535
C -3.3806 -4.4147 -2.8672
C -3.9120 -3.0477 -2.5714
C -5.3575 -2.8116 -3.1456
C -6.4163 -3.4978 -2.3077
C -5.6141 -1.3148 -3.0301
N -5.3492 -3.1715 -4.5586
O -6.4957 -2.7762 -5.3084
H -4.3554 -5.5478 -6.9998
H -5.7359 -4.8138 -6.9510
H -4.2671 -3.7797 -6.9813
H -6.8924 -5.3076 -4.4585
H -5.9730 -6.7149 -4.9698
H -5.5235 -5.9774 -3.5092
H -3.1820 -5.7336 -4.3655
H -2.7120 -4.2363 -4.8598
H -4.0131 -5.0784 -2.2777
H -2.3822 -4.4848 -2.4354
H -3.2986 -2.3381 -3.1268
H -3.7603 -2.8769 -1.5056
H -7.3740 -3.2992 -2.7888
H -6.4730 -2.8517 -1.4317
H -6.2314 -4.5617 -2.1588
H -6.6695 -1.0429 -3.0489
H -5.1953 -0.6437 -3.7800
H -5.1901 -0.9490 -2.0950
H -6.0818 -2.0692 -5.8088
O -2.4794 -0.2447 -1.0869
C -1.3465 -0.1309 -0.6028
O -0.8435 0.9122 0.1119
C 0.3837 0.5761 0.7324
C 0.5851 -0.8326 0.3104
O -0.4188 -1.0437 -0.7006
H 1.3226 1.1013 0.5570
H 0.3121 0.5324 1.8192
H 0.4467 -1.4839 1.1734
H 1.5389 -0.9047 -0.2123

---

[3]
One molecule with the formula CH4BNO2 in a non-equilibrium geometry. Source: OMol25; level of theory: ωB97M-V/def2-TZVPD.

## Properties
HOMO-LUMO gap: 10.5 eV
relative energy (zero: lowest compared OMol25 entry of this formula, charge and spin): 147.82 kJ/mol

Element x y z (Å)
B 0.3574 0.0394 0.5957
C -0.3814 -1.0678 -0.2428
N 0.5711 1.2760 -0.1095
O 0.9816 2.0563 -0.9163
O -0.6064 1.3813 0.4484
H 0.9555 -0.1605 1.6635
H -1.4927 -0.8201 -0.0214
H -0.2049 -2.0354 -0.1285
H -0.1802 -0.6692 -1.2890

---

[4]
A 2-piece molecular cluster, C6H7N overall in a non-equilibrium geometry. Source: OMol25; level of theory: ωB97M-V/def2-TZVPD.

## Properties
HOMO-LUMO gap: 10.0 eV
relative energy (zero: lowest compared OMol25 entry of this formula, charge and spin): 261.01 kJ/mol

Element x y z (Å)
N 0.8951 -0.6302 -2.3001
C 1.9778 -0.8310 -2.6764
C -0.5099 -1.0329 0.5066
C -1.3246 -0.1540 -0.1403
C -0.8353 1.2149 0.0890
C 0.2752 1.1537 0.8415
C 0.5805 -0.2740 1.1891
H -0.6130 -2.1121 0.5476
H 0.1443 -0.5569 -1.4394
H -2.2642 -0.4022 -0.6266
H -1.2960 2.1077 -0.3177
H 0.8823 1.9916 1.1607
H 1.5797 -0.5928 0.8632
H 0.5489 -0.4519 2.2742

---

[5]
A 5-piece molecular cluster, C2H16NO4 overall in a non-equilibrium geometry. Source: OMol25; level of theory: ωB97M-V/def2-TZVPD.

## Properties
HOMO-LUMO gap: 12.1 eV
relative energy (zero: lowest compared OMol25 entry of this formula, charge and spin): 83.18 kJ/mol
net charge: +1

Element x y z (Å)
C 1.4066 1.2164 -2.1281
C 0.5566 1.4765 -0.8511
N -0.3855 0.4004 -0.3597
H 1.8077 2.2173 -2.3952
H 2.3621 0.7130 -1.9142
H 0.8494 0.7309 -2.9212
H 1.1925 1.8310 -0.0198
H -0.0473 2.3663 -1.1017
H -0.6401 0.5284 0.6501
H -0.0413 -0.5602 -0.5226
H -1.3286 0.3552 -0.7535
H 2.1221 -2.4308 1.1640
H 1.9508 -0.8717 1.4827
O 1.7494 -1.5851 0.8843
H -2.5734 -1.7762 1.2673
H -1.5029 -1.0096 2.0171
O -2.0995 -0.9284 1.2637
H 0.7480 2.3237 2.7971
H -0.6146 1.8738 2.8026
O 0.1544 1.7804 2.2283
H -1.9439 -2.2014 -1.3946
H -0.7668 -2.0626 -2.5527
O -1.0935 -1.8800 -1.6700

---

[6]
One molecule with the formula C4H4N2 in a non-equilibrium geometry. Source: OMol25; level of theory: ωB97M-V/def2-TZVPD.

## Properties
HOMO-LUMO gap: 9.4 eV
structure (SMILES): c1[nH]nc2c1C2
relative energy (zero: lowest compared OMol25 entry of this formula, charge and spin): 553.99 kJ/mol

Element x y z (Å)
C -0.6390 -1.2364 0.1654
N 0.6846 -1.4113 0.1165
N 1.4451 -0.2857 0.0216
C 0.5984 0.6618 0.2071
C -0.7830 0.3927 0.3778
C -0.2670 1.7171 -0.2481
H -1.5551 -1.8630 0.3583
H 1.1378 -2.4045 0.0858
H -0.2122 1.7288 -1.2542
H -0.4096 2.7005 0.1699

---

[7]
One molecule with the formula C5H6BrCl in a non-equilibrium geometry. Source: OMol25; level of theory: ωB97M-V/def2-TZVPD.

## Properties
HOMO-LUMO gap: 10.6 eV
structure (SMILES): Cl[C@@H]1[C@@H](Br)C12CC2
relative energy (zero: lowest compared OMol25 entry of this formula, charge and spin): 95.74 kJ/mol

Element x y z (Å)
Cl 0.4776 1.7808 -2.6716
C -0.7285 0.9749 -1.6152
C -1.0813 1.5153 -0.2842
Br -2.9174 1.4685 0.4460
C -0.2538 0.3196 -0.2436
C 0.9925 -0.1332 0.4878
C -0.2457 -0.9908 0.4011
H -1.6370 0.4172 -2.1074
H -0.5333 2.3204 0.1450
H 0.9854 0.4877 1.3834
H 1.8834 -0.2475 -0.2261
H -0.2263 -1.9254 -0.1183
H -0.6795 -1.1145 1.3701

---

[8]
A 2-piece molecular cluster, C3H10NO overall in a non-equilibrium geometry. Source: OMol25; level of theory: ωB97M-V/def2-TZVPD.

## Properties
HOMO-LUMO gap: 5.8 eV
relative energy (zero: lowest compared OMol25 entry of this formula, charge and spin): 427.86 kJ/mol
net charge: +1

Element x y z (Å)
C 1.7095 0.2651 0.4419
O 1.8709 -1.2468 0.3059
C 0.7295 0.5681 -0.6193
C -0.3895 1.4562 -0.3099
N -2.1935 -1.3424 0.3607
H 2.7416 0.6868 0.2710
H 1.3080 0.3408 1.4219
H 1.2209 -1.5480 -0.3323
H 1.1048 0.4716 -1.7657
H -0.0788 2.5180 -0.1215
H -1.1422 1.5575 -1.1632
H -0.7587 1.1200 0.6573
H -2.8028 -2.0412 0.7201
H -1.2707 -1.3766 0.8197
H -2.0489 -1.4292 -0.6867

---

[9]
An isolated ion of composition C5H6N and charge +1 in a non-equilibrium geometry. Source: OMol25; level of theory: ωB97M-V/def2-TZVPD.

## Properties
HOMO-LUMO gap: 9.8 eV
structure (SMILES): C#[N+]C1(C)C=C1
relative energy (zero: lowest compared OMol25 entry of this formula, charge and spin): 497.75 kJ/mol
net charge: +1

Element x y z (Å)
C -0.4373 2.2542 -0.6270
N -0.1512 1.1821 -0.3448
C 0.0430 -0.0973 -0.0679
C 0.7723 -0.4316 1.2259
C -0.0297 -1.0521 -1.4566
C -0.9712 -1.1586 -0.5905
H -0.7223 3.2117 -0.6238
H 0.7621 0.5283 1.9681
H 1.8648 -0.6548 1.2147
H 0.1780 -1.1817 1.7853
H 0.4197 -0.7774 -2.3836
H -1.7282 -1.8229 -0.0998

---

[10]
A 2-piece molecular cluster, C2H2FOS overall in a non-equilibrium geometry. Source: OMol25; level of theory: ωB97M-V/def2-TZVPD.

## Properties
HOMO-LUMO gap: 6.4 eV
relative energy (zero: lowest compared OMol25 entry of this formula, charge and spin): 145.33 kJ/mol
net charge: -1

Element x y z (Å)
C 0.3083 1.6123 -1.6503
C 0.1255 -0.1151 -0.4292
O -0.7336 2.0318 -2.0735
F -0.0903 -1.2218 -1.1583
S 1.9478 1.8176 -1.7770
H -0.7587 0.2669 0.1099
H 1.1280 -0.0339 -0.1528